No. 1
The following is a DFT calculation (the ωB97M-V functional and the def2-TZVPD basis) of C11H34BeNO7 as an isolated structure.

Structure (XYZ):
```
54
Properties=species:S:1:pos:R:3:forces:R:3:nbo_charge:R:1
Be 4.0848 11.5957 2.2817 1.475 0.736 -1.681 1.579
C 8.0906 12.5932 -1.2606 -0.670 -0.490 0.980 -0.645
C 8.0730 12.7110 0.2890 0.412 0.069 -0.086 0.128
C 9.1554 13.6783 0.7799 0.556 -0.451 -0.090 -0.394
C 8.8728 15.1383 0.5132 0.110 -0.304 -0.219 -0.407
C 7.5117 15.5825 1.0334 0.697 -0.416 -0.508 -0.398
C 6.3926 14.5876 0.6157 -1.015 2.371 0.337 0.115
N 6.7835 13.1994 0.8013 -0.098 0.156 1.878 -0.233
O 5.7519 12.2890 0.6787 -2.006 -0.815 0.215 -0.815
C 5.9196 15.0001 -0.7975 0.765 -1.281 -0.994 -0.649
C 5.2375 14.9948 1.5705 -0.812 -1.755 -0.618 -0.607
C 8.3608 11.3337 0.8959 0.573 0.170 -0.405 -0.600
H 7.1434 12.0658 -1.4016 0.007 0.175 -0.837 0.218
H 8.8973 11.9650 -1.6354 0.101 0.029 0.158 0.217
H 8.1243 13.5556 -1.7607 -0.152 -0.050 -0.079 0.209
H 10.0887 13.4279 0.2641 -0.073 -0.124 -0.125 0.214
H 9.4132 13.5024 1.8302 -0.449 0.050 0.150 0.197
H 8.8814 15.2785 -0.5718 0.085 0.142 0.006 0.196
H 9.7404 15.6712 0.9057 -0.331 0.493 0.048 0.222
H 7.2843 16.5360 0.5539 -0.197 0.094 0.241 0.216
H 7.5077 15.7445 2.1131 0.089 -0.193 0.052 0.199
H 5.3822 14.1955 -1.3092 -0.327 -0.060 0.376 0.214
H 6.8000 15.0891 -1.4385 -0.049 0.459 -0.016 0.209
H 5.3278 15.9092 -0.8769 0.092 0.082 0.372 0.215
H 5.4501 14.6672 2.5871 0.189 0.492 0.053 0.196
H 4.3419 14.4276 1.2861 0.077 -0.151 0.001 0.197
H 4.8846 16.0199 1.4722 0.757 0.269 0.133 0.218
H 9.3729 11.0741 0.5739 0.049 -0.051 0.149 0.213
H 7.7235 10.5295 0.5344 -0.279 0.182 0.105 0.215
H 8.3669 11.3809 1.9850 -0.174 -0.117 0.008 0.203
C 1.5428 14.6875 4.5144 0.977 1.658 -0.692 -0.629
C 2.5966 14.6867 3.3983 -1.563 -2.667 -0.187 -0.075
O 3.5122 13.5657 3.6395 0.190 0.253 0.105 -0.784
H 0.6849 15.2376 4.1235 -0.198 -0.174 0.171 0.225
H 1.9396 15.2956 5.3278 -0.298 -0.558 0.557 0.218
H 1.2852 13.6598 4.7419 -0.051 0.100 0.337 0.204
H 3.1511 15.5981 3.2040 -0.160 0.050 -0.029 0.202
H 2.0350 14.2817 2.5548 0.377 0.823 -0.617 0.184
H 4.2048 13.9854 4.1620 0.548 -0.811 -0.059 0.496
O 2.4537 12.3620 0.6569 0.336 0.046 0.516 -0.971
H 1.5123 12.2025 0.5457 -0.014 -0.097 0.114 0.491
H 2.7340 12.8023 -0.1539 0.379 -0.027 0.070 0.512
O 4.0202 9.8985 0.5722 0.166 0.355 0.370 -0.983
H 3.6131 9.0697 0.3030 -0.138 -0.013 0.196 0.498
H 4.6927 10.0831 -0.0962 0.168 0.353 0.187 0.516
O 4.2114 9.6178 3.6641 -0.136 1.266 -0.138 -0.958
H 4.0476 8.6702 3.6079 0.005 -0.008 -0.402 0.512
H 3.7265 9.9038 4.4464 0.102 -0.112 0.151 0.489
O 6.1766 12.4163 3.5512 -0.240 -0.151 0.094 -1.010
H 6.6874 12.7265 4.3048 -0.035 -0.143 0.100 0.487
H 6.6942 12.6814 2.7624 -0.203 0.077 -0.429 0.515
O 1.5116 11.0600 3.1582 0.397 0.058 0.025 -0.965
H 0.6563 11.0664 2.7170 -0.002 -0.058 -0.058 0.493
H 1.3082 11.2243 4.0852 -0.009 0.069 0.018 0.490
```
Positions in Å, forces in eV/Å.

Properties
Total charge ... +1
E_HOMO ... -9.424 eV

No. 2
The following is a DFT calculation (the ωB97M-V functional and the def2-TZVPD basis) of a 7-piece molecular cluster, C11H34IO11 overall.

Structure (XYZ):
```
57
Properties=species:S:1:pos:R:3:forces:R:3:nbo_charge:R:1
I 2.4802 -0.3356 -29.9486 -0.040 -0.045 0.240 -0.895
C 4.1498 -3.9295 -31.5917 0.220 -0.371 0.254 -0.246
O 4.8911 -2.8883 -30.9827 -0.187 0.129 0.124 -0.756
H 3.7914 -4.6656 -30.8508 -0.059 0.278 -0.136 0.159
H 3.2988 -3.5472 -32.1567 -0.028 -0.010 -0.070 0.174
H 4.8277 -4.4689 -32.2634 -0.121 0.185 -0.020 0.161
H 4.2612 -2.2309 -30.6333 0.192 -0.171 -0.134 0.491
C -0.0273 2.8881 -30.8976 1.060 0.905 0.845 -0.080
C -1.0809 3.8476 -31.3359 -0.973 0.500 -0.317 -0.080
O -2.4161 3.3073 -31.2244 0.535 0.002 -0.157 -0.721
O -0.1661 1.7256 -31.6161 0.561 -1.169 -0.429 -0.716
H -0.0076 2.7055 -29.8101 -0.453 0.022 -0.072 0.160
H 0.9670 3.3553 -31.0944 -0.423 0.057 -0.043 0.150
H -0.9188 4.0794 -32.3981 -0.038 -0.118 0.146 0.166
H -1.0182 4.7941 -30.7908 0.154 -0.067 0.089 0.157
H -2.9238 3.8305 -30.6069 0.033 0.104 0.189 0.461
H 0.6311 1.2090 -31.3998 -0.437 -0.282 -0.219 0.491
C -0.7251 -3.4504 -27.4838 -0.499 -0.067 -0.750 -0.087
C -0.2568 -2.0951 -27.0025 -0.249 0.377 -0.430 -0.086
O -0.5721 -1.1007 -27.9837 0.397 -0.273 0.329 -0.745
O -0.5729 -4.4611 -26.5263 -0.058 -0.062 0.274 -0.754
H -0.2132 -3.7495 -28.4067 0.018 0.281 0.164 0.168
H -1.7856 -3.3563 -27.7399 -0.010 -0.036 0.136 0.162
H 0.8197 -2.1000 -26.7977 -0.134 0.021 0.100 0.148
H -0.8036 -1.8539 -26.0873 0.149 0.054 0.068 0.165
H 0.2434 -0.9349 -28.4843 -0.226 0.178 -0.112 0.488
H 0.3831 -4.6245 -26.5019 -0.014 -0.324 0.238 0.489
C 0.1707 -3.6129 -31.3924 0.447 0.365 0.062 -0.091
C -0.8826 -4.4535 -32.0548 0.082 -0.549 0.378 -0.077
O -2.1955 -3.9768 -31.8474 -0.321 -0.017 -0.091 -0.713
O 0.2025 -2.3415 -32.0117 0.024 0.144 0.254 -0.739
H 1.1572 -4.0981 -31.4863 -0.235 -0.106 0.040 0.160
H -0.0360 -3.5285 -30.3145 -0.042 -0.002 -0.274 0.165
H -0.7888 -5.4788 -31.6564 0.048 0.090 -0.217 0.148
H -0.7243 -4.4822 -33.1294 0.027 0.051 -0.124 0.177
H -2.4346 -4.1603 -30.9352 0.003 0.133 0.074 0.461
H 0.5759 -1.7065 -31.3775 -0.026 -0.115 -0.285 0.491
C 2.9464 -3.8804 -26.3348 0.352 0.382 0.470 -0.095
C 3.2740 -4.0104 -27.7855 0.769 -0.084 -0.583 -0.090
O 2.1939 -3.7989 -28.6612 -0.325 0.310 0.031 -0.750
O 2.0282 -4.9055 -25.9681 0.279 -0.087 0.110 -0.731
H 2.5472 -2.8855 -26.1031 -0.085 -0.094 -0.076 0.170
H 3.8802 -3.9648 -25.7610 -0.094 -0.130 -0.069 0.172
H 3.6418 -5.0306 -27.9634 -0.180 0.128 -0.020 0.178
H 4.1169 -3.3416 -28.0230 -0.181 -0.007 0.064 0.187
H 2.0493 -2.8379 -28.7821 0.282 -0.377 -0.053 0.492
H 1.9334 -4.8863 -25.0131 -0.120 -0.033 0.108 0.477
C 3.8675 0.3538 -25.8459 -0.360 0.255 0.820 -0.085
C 4.7767 0.9925 -26.8696 -0.371 -0.616 -0.368 -0.080
O 4.0893 1.9845 -27.5589 -0.747 0.618 -0.916 -0.744
O 4.5964 -0.5153 -24.9951 0.103 -0.459 0.255 -0.729
H 3.0549 -0.2262 -26.2867 0.219 -0.081 -0.291 0.184
H 3.3610 1.1241 -25.2333 0.248 -0.004 -0.339 0.153
H 5.1308 0.2286 -27.5769 0.201 0.006 0.285 0.176
H 5.6248 1.4593 -26.3700 0.156 0.000 0.051 0.153
H 3.5050 1.5553 -28.2248 0.439 0.231 0.410 0.497
H 5.1639 0.0297 -24.4432 0.038 -0.050 -0.009 0.457
```
Positions in Å, forces in eV/Å.

Properties
Total charge ... -1
E_HOMO ... -6.017 eV

No. 3
The following is a DFT calculation (the ωB97M-V functional and the def2-TZVPD basis) of C11H34InO6S5 as an isolated structure.

Structure (XYZ):
```
57
Properties=species:S:1:pos:R:3:forces:R:3:nbo_charge:R:1
In 8.6031 17.2553 -31.3627 -1.245 0.359 -0.828 1.839
C 6.9983 15.3326 -34.3777 -1.022 -1.002 0.090 -0.260
O 8.2111 15.3673 -33.6256 -0.089 0.283 -0.265 -0.750
H 7.0883 15.5119 -35.4511 0.411 0.437 0.123 0.182
H 6.5374 14.3400 -34.3130 0.142 -0.040 0.101 0.185
H 6.2763 16.0005 -33.9228 0.250 0.292 -0.065 0.194
H 8.7688 14.6671 -33.9802 0.214 0.041 0.193 0.487
C 4.1231 18.8000 -29.3696 -0.328 0.502 0.563 -0.820
S 5.6333 19.6596 -29.7894 -0.232 0.041 0.192 1.255
O 6.4171 18.7104 -30.6821 0.558 -0.757 -0.761 -0.996
C 4.9678 20.9395 -30.8597 -0.783 0.175 -0.207 -0.828
H 3.4839 18.5028 -30.1982 0.436 -0.132 -0.293 0.258
H 3.5364 19.5094 -28.7769 0.108 0.012 0.090 0.269
H 4.3918 17.9757 -28.7129 -0.018 -0.119 -0.142 0.259
H 5.7490 21.3547 -31.4895 0.123 -0.076 0.106 0.257
H 4.5031 21.7389 -30.2777 0.449 -0.054 0.431 0.278
H 4.1303 20.5758 -31.4566 0.330 -0.387 -0.221 0.250
C 12.0619 18.1823 -35.3953 -0.156 0.937 -0.097 -0.816
S 10.7264 17.0744 -34.9581 0.744 -1.177 -0.148 1.258
O 9.9316 17.7131 -33.8433 -0.515 1.044 1.000 -0.922
C 9.6416 17.0345 -36.3985 -0.160 0.402 -0.421 -0.828
H 12.6303 18.3985 -34.4924 0.023 -0.292 0.054 0.270
H 11.6910 19.1355 -35.7766 -0.248 -0.079 0.040 0.255
H 12.7072 17.7544 -36.1615 -0.124 -0.404 0.117 0.282
H 9.9793 17.5264 -37.3132 0.608 0.198 0.347 0.279
H 8.7439 17.5672 -36.0900 -0.185 -0.367 0.107 0.249
H 9.4843 15.9972 -36.6842 -0.287 -0.041 0.326 0.261
C 5.0493 18.4420 -35.0317 0.329 0.334 -0.053 -0.805
S 6.0949 19.2611 -33.8118 -0.165 0.810 -0.161 1.256
O 7.0761 18.2328 -33.2875 1.131 -1.171 0.238 -0.997
C 7.0351 20.2642 -34.9763 0.236 -0.110 -0.147 -0.814
H 5.6362 18.0399 -35.8565 0.138 -0.358 0.265 0.246
H 4.4424 19.2307 -35.4807 -0.235 0.008 0.322 0.271
H 4.4401 17.7143 -34.5046 -0.067 -0.083 -0.184 0.258
H 6.3608 20.8506 -35.6000 -0.150 -0.004 0.152 0.269
H 7.6173 19.6029 -35.6173 -0.061 -0.098 0.035 0.235
H 7.7202 20.9342 -34.4614 -0.126 -0.047 0.229 0.260
C 8.0277 19.9853 -27.2940 0.094 -0.316 0.209 -0.805
S 9.4896 19.1461 -27.9026 0.056 0.611 0.198 1.252
O 9.2409 19.0380 -29.4201 -0.295 -0.847 -1.292 -0.965
C 10.5814 20.5688 -27.7935 0.703 -0.032 -0.462 -0.807
H 7.2640 19.2307 -27.1215 -0.114 0.130 0.008 0.246
H 7.7158 20.7364 -28.0144 0.052 -0.046 -0.071 0.250
H 8.2994 20.4671 -26.3550 -0.041 -0.113 0.074 0.274
H 11.5691 20.2733 -28.1469 -0.043 -0.149 0.018 0.266
H 10.6921 20.9368 -26.7750 -0.259 -0.212 0.107 0.277
H 10.2143 21.3505 -28.4573 -0.225 -0.033 0.079 0.256
C 7.7849 12.3031 -31.6154 -0.177 0.266 -0.338 -0.805
S 8.8969 13.3625 -30.6872 -0.217 -0.417 0.403 1.250
O 8.2674 14.7618 -30.7463 -0.319 2.089 -0.164 -0.999
C 8.3566 12.8151 -29.0480 0.190 0.254 -0.316 -0.779
H 7.9290 12.3986 -32.6897 0.369 -0.028 0.058 0.250
H 6.7497 12.5813 -31.4193 0.054 -0.040 0.359 0.259
H 8.0051 11.2889 -31.2845 -0.057 -0.057 -0.120 0.274
H 8.5274 11.7436 -28.9652 0.154 0.024 0.099 0.270
H 7.2964 13.0443 -28.9600 -0.017 -0.004 -0.059 0.254
H 8.9310 13.3851 -28.3227 0.059 -0.155 0.082 0.258
```
Positions in Å, forces in eV/Å.

Properties
Energy above the lowest of the compared OMol25 structures with the same formula, charge and spin ... 0.0 kcal per mole
Total charge ... +3
E_HOMO ... -17.185 eV

No. 4
The following is a DFT calculation (the ωB97M-V functional and the def2-TZVPD basis) of a 7-piece molecular cluster, C11H35ClO10 overall.

Structure (XYZ):
```
57
Properties=species:S:1:pos:R:3:forces:R:3:nbo_charge:R:1
O -3.9312 0.3009 -2.8571 -0.242 -0.050 -0.970 -0.717
H -3.8024 0.3365 -1.9064 0.671 -0.392 2.238 0.591
H -4.8826 0.2280 -2.9632 -1.037 -0.615 -0.143 0.551
H -3.7221 1.1666 -3.2156 0.839 0.787 -0.410 0.554
Cl -0.0732 -0.0083 -0.9831 -0.923 -2.564 0.180 2.544
O 0.3150 -1.0850 -1.8962 0.530 1.027 0.815 -0.856
O -1.5173 -0.0270 -0.9611 -1.563 0.637 -0.243 -0.959
O 0.3376 -0.2882 0.3852 0.714 0.271 -0.752 -0.865
O 0.3962 1.2521 -1.4310 0.588 0.799 -0.217 -0.839
C -4.6300 -2.4845 1.1634 -1.157 1.741 0.669 -0.640
C -4.9371 -0.9131 1.0501 1.073 -2.483 1.801 0.099
C -4.1611 -0.1186 2.0427 -0.294 0.016 1.364 -0.633
O -4.4929 -0.5550 -0.1918 0.011 1.256 -3.532 -0.788
H -3.5628 -2.7033 1.1991 0.053 0.254 0.163 0.219
H -5.0547 -3.0345 0.3236 -0.210 0.115 0.109 0.212
H -5.1212 -2.7433 2.1014 0.243 -0.724 -0.029 0.212
H -5.9705 -0.6922 1.3170 -0.344 -0.174 -1.129 0.181
H -3.0740 -0.1654 1.9776 0.005 -0.272 -0.118 0.231
H -4.5095 -0.5398 2.9857 0.469 0.402 0.555 0.211
H -4.4527 0.9309 2.0018 -0.007 0.033 0.013 0.212
H -3.5720 -0.8195 -0.1331 0.691 0.078 -0.394 0.498
C 3.5203 -2.4257 -0.5483 0.434 -0.401 -0.547 -0.643
C 2.9988 -3.2272 0.6160 -0.983 -0.436 0.916 0.101
C 3.2665 -2.6914 2.0728 -0.288 -0.170 -1.241 -0.634
O 1.5848 -3.3911 0.3000 0.733 0.112 0.876 -0.728
H 2.9742 -1.4863 -0.6347 0.325 0.280 0.332 0.201
H 3.2411 -2.9539 -1.4599 -0.010 -0.194 -0.027 0.226
H 4.6023 -2.3106 -0.6129 0.009 0.371 0.362 0.210
H 3.3602 -4.2553 0.6362 0.273 -0.009 -0.351 0.165
H 4.2945 -2.9249 2.3500 0.147 0.228 -0.098 0.202
H 2.6390 -3.2094 2.7982 -0.191 -0.010 -0.199 0.216
H 3.0859 -1.6185 2.1391 0.045 0.037 0.061 0.211
H 1.3368 -2.5164 -0.0082 -0.621 0.131 -0.071 0.469
C 1.1556 3.0196 2.1154 -1.505 -0.408 -0.748 -0.620
C -0.3318 2.9394 2.5162 2.036 0.919 1.821 0.096
C -1.2519 3.6088 1.5778 -0.392 -0.143 -1.743 -0.638
O -0.6174 1.6019 2.7917 -0.912 -0.700 0.109 -0.729
H 1.4619 4.0345 1.8618 0.321 -0.095 0.353 0.206
H 1.1431 2.4498 1.1862 0.530 0.080 -0.179 0.196
H 1.7555 2.4615 2.8343 0.174 0.496 -0.027 0.226
H -0.4299 3.4316 3.4837 -0.113 0.087 0.261 0.154
H -1.0098 4.6449 1.3411 -0.135 0.283 0.806 0.214
H -2.2887 3.4512 1.8747 -0.022 0.293 -0.051 0.209
H -1.0971 3.1842 0.5859 -0.283 -0.571 -0.254 0.200
H -0.3188 1.0587 2.0586 0.120 -0.255 -0.330 0.479
C 3.8058 1.3662 -1.0242 -0.515 -0.013 -0.793 -0.244
O 3.1326 1.5799 0.1726 -0.016 0.232 1.151 -0.729
H 3.1991 1.8177 -1.8091 0.255 0.046 -0.534 0.158
H 4.7805 1.8541 -1.0119 0.014 -0.280 0.145 0.176
H 3.8380 0.2920 -1.2066 0.663 0.001 -0.351 0.162
H 2.2642 1.1908 0.0460 -0.207 0.000 0.267 0.473
C 2.6731 0.3918 -4.6294 -0.038 -0.013 -0.066 -0.239
O 1.8056 -0.6869 -4.5787 -0.656 -1.754 -0.044 -0.740
H 3.5537 0.3061 -3.9928 -0.088 -0.040 0.570 0.153
H 3.0867 0.3338 -5.6362 -0.226 0.928 -0.200 0.173
H 2.0434 1.2335 -4.3411 0.849 0.879 -0.510 0.166
H 1.1609 -0.5920 -3.8737 0.161 -0.057 0.365 0.484
```
Positions in Å, forces in eV/Å.

Properties
Energy above the lowest of the compared OMol25 structures with the same formula, charge and spin ... 26.0 kcal per mole
E_HOMO ... -9.189 eV

Which of these has the lowest E_HOMO?
C11H34InO6S5

E_HOMO of number 1 (C11H34BeNO7)?
-9.424 eV